Entry 1:
C11H11BrIrO2 | ωB97M-V with the def2-TZVPD basis set

The geometry in XYZ format:
```
26
Properties=species:S:1:pos:R:3:forces:R:3
C -1.096 -0.996 -1.259 0.2999 -1.0967 0.1872
C -1.531 -2.087 -0.423 -1.3373 0.3542 -1.7989
C -2.702 -1.620 0.334 -1.1568 -0.3914 -1.2206
H -1.156 -3.103 -0.465 -0.1060 0.1642 -0.0281
C -2.791 -0.156 0.079 -0.4642 -0.8536 -0.8750
C -1.846 0.156 -0.944 -1.2676 0.6838 0.2616
H -1.708 1.128 -1.396 0.0535 -0.0066 0.1849
H -0.329 -1.030 -2.023 0.1086 -0.1017 0.3324
H -3.419 -2.278 0.832 0.1719 0.4547 -0.1761
H -3.545 0.520 0.475 0.1427 -0.2545 -0.1083
Ir -1.085 -0.940 1.264 0.8502 -1.1395 -0.0542
Br 0.904 -2.219 1.765 1.8137 -1.4510 0.7412
C 2.788 1.302 0.023 -1.8308 1.9406 -0.5052
C 1.941 2.116 -0.806 0.5020 -0.8076 0.3259
C 1.803 1.428 -2.062 0.2906 1.1440 0.7637
H 1.434 3.054 -0.520 0.4193 -0.7915 -0.1765
C 2.539 0.203 -2.013 1.7006 -0.2855 2.8014
C 3.235 0.194 -0.757 -1.1080 -1.7004 -3.1826
H 3.924 -0.601 -0.465 -0.4101 0.3282 0.1353
H 2.892 1.391 1.111 0.1882 0.1493 -0.6070
H 1.381 1.840 -2.988 -0.1860 -0.2377 0.6251
H 2.478 -0.622 -2.707 0.3114 0.1944 -0.1656
O -0.853 1.363 4.185 -0.8007 -0.6364 0.2114
C -1.061 0.578 3.278 1.7992 1.5416 -0.3493
O -0.308 0.584 2.179 -0.5173 2.1420 2.5222
H -1.890 -0.209 3.304 0.5329 0.6571 0.1550
```
Forces are in eV/Å.

As for the spin multiplicity: 5. The charge is -1. The calculation puts the HOMO-LUMO gap (alpha / beta) at 0.16863 / 0.19485 hartree. The energy above the lowest of the compared OMol25 structures with the same formula, charge and spin is 0.843 eV. As for the HOMO energy (alpha / beta): -1.548 / -4.290 eV.

Entry 2:
C21H23NPdS4 | ωB97M-V with the def2-TZVPD basis set

The geometry in XYZ format:
```
50
Properties=species:S:1:pos:R:3:forces:R:3
Pd -0.058 -1.402 -0.248 -0.3725 -0.8417 0.0142
C 3.521 -0.395 0.670 -0.0151 -0.0078 -0.0307
C 3.614 -1.494 -0.380 0.0111 0.0236 -0.0748
S 2.054 -2.131 -1.091 0.0222 0.1753 0.0964
C 1.922 -3.814 -0.415 0.0363 -0.0606 -0.0042
C 1.718 -3.827 1.080 0.0596 0.0587 0.0353
S 0.208 -2.883 1.512 0.0140 -0.0567 -0.1361
C 0.705 -1.883 2.944 -0.1200 -0.0212 0.0634
C 1.538 -0.636 2.706 -0.0516 -0.0091 -0.0078
S 3.294 -0.945 2.377 0.0123 0.0216 0.0136
H 2.756 0.339 0.417 0.0070 0.0129 0.0127
H 4.475 0.135 0.664 -0.0009 -0.0018 0.0036
H 4.148 -2.363 0.007 0.0129 -0.0027 -0.0202
H 4.161 -1.133 -1.251 0.0002 0.0065 0.0041
H 2.820 -4.367 -0.696 0.0172 0.0435 -0.0065
H 1.083 -4.262 -0.951 0.0031 -0.0093 0.0055
H 2.552 -3.370 1.610 0.0166 -0.0262 -0.0119
H 1.566 -4.844 1.445 -0.0373 0.0057 0.0021
H 1.207 -2.588 3.612 -0.0119 0.0099 0.0176
H -0.249 -1.627 3.411 0.0038 0.0143 -0.0060
H 1.488 -0.037 3.617 0.0163 -0.0166 0.0118
H 1.115 -0.025 1.905 0.0074 0.0095 0.0086
C -3.616 4.929 0.578 -0.0075 0.0120 0.0054
C -2.875 4.516 -0.525 0.0169 -0.0225 -0.0166
C -2.284 3.267 -0.534 -0.0189 0.0543 -0.0061
C -2.438 2.424 0.567 0.0419 -0.0873 0.0308
C -3.180 2.839 1.672 -0.0060 0.0453 -0.0193
C -3.769 4.094 1.674 0.0088 -0.0171 -0.0012
C -1.851 1.073 0.619 0.0196 0.0089 0.1363
C -1.130 0.510 -0.303 -0.0952 0.4447 -0.3395
C -0.483 0.395 -1.550 0.0992 -0.0413 0.2280
C -1.101 -0.277 -2.648 0.0050 -0.0223 -0.0616
C -0.467 -0.304 -3.869 0.0007 -0.0012 0.0265
C 0.764 0.334 -4.023 0.0007 -0.0157 -0.0436
C 1.396 0.995 -2.964 -0.0300 0.0057 0.0602
C 0.795 1.017 -1.730 -0.0133 0.0148 -0.1138
H -4.077 5.908 0.578 -0.0012 -0.0011 0.0039
H -2.763 5.171 -1.378 -0.0033 0.0034 0.0031
H -1.714 2.954 -1.400 0.0032 -0.0134 0.0021
H -3.302 2.181 2.523 -0.0011 -0.0079 -0.0021
H -4.347 4.415 2.529 -0.0013 0.0042 -0.0025
H -2.071 0.508 1.527 0.0008 -0.0212 -0.0330
H -2.062 -0.750 -2.495 -0.0055 0.0035 0.0048
H -0.929 -0.803 -4.710 0.0039 -0.0005 -0.0028
H 1.243 0.322 -4.995 0.0009 0.0008 0.0021
H 2.344 1.491 -3.123 -0.0016 0.0020 -0.0070
H 1.233 1.550 -0.895 -0.0085 0.0071 0.0043
S -4.073 -1.459 1.554 0.1193 -0.0330 -0.0926
C -2.883 -1.750 0.576 -0.1662 -0.0181 0.2770
N -1.998 -2.000 -0.202 0.4077 0.3679 -0.0335
```
Forces are in eV/Å.

The charge is +2. The calculation puts the HOMO-LUMO gap at 0.20695 hartree. The energy above the lowest of the compared OMol25 structures with the same formula, charge and spin is 0.000 eV. As for the HOMO energy: -14.322 eV.

Entry 3:
C37H69Br4Cl7I2LiMgN2O7 | ωB97M-V with the def2-TZVPD basis set

The geometry in XYZ format:
```
130
Properties=species:S:1:pos:R:3:forces:R:3
C 1.687 3.504 9.263 0.6519 0.7659 0.1017
O 0.342 3.168 8.757 1.1197 -1.2319 1.9635
C -0.445 2.415 9.764 -1.6572 -0.4008 -0.4773
C -1.417 1.324 8.979 1.2140 0.4659 -1.0633
C -0.491 0.642 7.806 -0.2647 -0.4350 -0.0832
C -0.897 -0.941 7.658 1.5084 -0.3150 0.4681
C 0.183 -1.762 6.735 -0.1130 0.5411 -1.0279
C 0.423 -0.946 5.328 0.2054 -1.1239 -0.5060
C -0.977 -0.852 4.418 1.6292 0.2347 0.3308
C -1.046 0.685 3.853 -1.1030 0.3245 0.4497
C -2.135 0.939 2.654 0.6633 1.0077 -1.0113
C -1.828 0.079 1.268 -1.1732 0.0011 0.3439
C -1.048 0.970 0.135 -0.0334 -0.3375 1.7919
C -0.197 0.110 -0.969 0.1000 1.6792 -1.0355
C 0.627 -1.207 -0.408 -0.7873 -0.1105 0.9098
C -0.252 -2.590 -0.356 -5.2971 -0.5892 -0.2288
O -1.583 -2.692 -0.350 8.0766 0.9616 -0.1986
C -0.859 -0.277 -2.417 -0.3013 -2.3726 -0.7953
I -2.471 1.036 -3.228 0.7999 -0.4991 0.5992
N 0.350 -0.373 -3.373 2.5003 2.9816 1.2567
C 0.535 -1.263 -4.601 2.3050 -1.8856 0.8072
C 2.023 -2.199 -4.299 -0.4822 -2.8364 -2.3167
C 2.417 -3.322 -5.563 -0.7420 -1.2273 6.1468
O 1.822 -3.734 -4.086 0.9816 5.2192 -1.0348
C 1.337 0.523 -2.946 -2.0811 -0.8149 -0.6274
C 0.837 1.285 -1.560 0.0910 -1.0669 -0.8472
I 2.689 1.343 -0.315 -0.5411 0.0896 -0.4674
O 0.224 2.619 -1.656 2.7594 -2.5859 -0.7827
C 1.163 3.638 -2.147 -0.6867 2.3868 -1.0998
C 1.500 4.761 -0.958 0.7139 -0.8343 0.1920
C 1.671 6.287 -1.530 0.8968 0.4976 0.6412
O 0.489 4.635 0.126 0.0382 1.4527 -2.8200
H 2.136 2.669 9.970 -1.1930 1.6669 -1.3155
H 2.463 3.633 8.377 -1.9301 -0.3681 1.5792
H 1.629 4.545 9.817 0.2393 -2.2801 -0.9028
H -1.165 3.185 10.273 1.6035 -1.4756 -0.4386
H 0.207 1.791 10.510 -0.9879 1.4945 -1.2891
H -1.802 0.456 9.668 0.6269 2.0216 -1.0480
H -2.304 1.895 8.434 1.7401 -1.3181 1.4032
H 0.674 0.682 8.028 -2.4646 0.0107 -0.2111
H -0.651 1.274 6.825 0.3416 -1.5363 1.8825
H -0.866 -1.438 8.733 -0.2653 1.0783 -2.0782
H -1.988 -1.079 7.251 2.8898 0.3167 1.1964
H -0.197 -2.844 6.430 0.6171 2.2207 0.8033
H 1.224 -1.896 7.257 -2.0863 0.3535 -0.7266
H 1.210 -1.590 4.702 -1.6115 1.4124 1.2529
H 0.917 0.113 5.457 -1.1644 -2.0938 0.0267
H -0.867 -1.681 3.599 -0.4329 1.7176 1.2987
H -1.922 -1.162 5.072 2.0744 0.8825 -1.5980
H -1.407 1.356 4.772 0.8015 -1.3954 -1.9129
H 0.026 1.127 3.570 -2.2430 -1.2777 0.4146
H -2.034 2.087 2.347 -0.3865 -2.3384 0.7464
H -3.251 0.782 2.969 2.2710 0.1310 -0.4232
H -1.275 -0.894 1.608 -0.8731 1.7972 -0.9586
H -2.883 -0.210 0.818 2.2399 0.4767 0.8714
H -0.249 1.629 0.729 -1.4850 -1.4001 -1.4183
H -1.823 1.727 -0.308 1.4817 -1.6519 0.4777
H 1.613 -1.447 -0.992 -1.8868 0.5515 1.0656
H 0.904 -0.946 0.724 -0.4658 -0.7062 -2.4298
H 0.363 -3.609 -0.351 -1.0421 2.1297 0.1277
H -1.350 -1.326 -2.588 0.8357 1.9944 1.1680
H 0.724 -0.671 -5.593 -0.5999 -0.9289 2.1195
H -0.251 -2.127 -4.689 1.1716 2.1104 0.2999
H 2.971 -1.609 -3.728 -2.7663 -2.0151 -1.6006
H 3.490 -3.766 -5.291 -2.2620 1.1169 -1.9263
H 1.559 -3.947 -6.054 2.0578 1.7767 -0.1561
H 2.364 0.638 -3.497 -2.2705 -0.1828 1.1003
H 0.570 4.259 -2.977 1.1040 -1.5592 1.6497
H 2.122 3.222 -2.674 -1.7514 0.5849 1.2465
H 2.544 4.428 -0.510 -2.3800 0.7668 -0.5974
H 2.685 6.706 -1.061 -2.2639 -0.8353 -1.0561
H 0.824 7.030 -1.143 1.6498 -1.8560 -0.9981
H 1.802 6.358 -2.697 -0.4935 -0.2769 2.2981
H -0.347 5.072 -0.261 1.7460 -1.0596 1.0103
Cl 1.928 6.963 10.700 0.0394 0.0937 0.0383
C 1.371 6.660 12.364 -0.1165 -0.0364 0.2850
C 2.469 6.079 13.241 -0.1416 0.3904 0.1137
Cl 2.906 4.420 12.762 0.0189 -0.1062 -0.0214
H 0.501 5.998 12.317 0.2688 0.0531 -0.0212
H 1.044 7.623 12.768 0.1394 -0.1536 -0.0165
H 2.129 6.029 14.279 -0.0372 -0.0040 -0.1859
H 3.377 6.691 13.209 -0.1951 -0.1789 -0.1046
O 3.982 1.274 9.366 2.4341 -1.1472 -0.5858
H 4.158 1.738 10.164 -3.1040 2.2561 1.9788
C -3.265 -1.434 -8.575 3.1856 -2.8558 1.0799
C -2.158 -1.973 -7.686 0.5214 -0.6874 -0.0154
C -0.727 -1.910 -8.234 -0.1841 -0.2338 0.6170
N -0.419 -2.745 -9.512 0.5399 0.0044 0.0583
C 1.126 -2.887 -9.570 -0.9431 -0.2354 0.1295
C 1.608 -3.516 -10.871 0.4024 0.6359 -0.0062
C 1.100 -2.763 -12.089 -0.1624 0.1241 -0.0123
C -0.413 -2.632 -12.053 -0.0206 -0.0538 -0.0663
C -0.894 -1.987 -10.761 0.0292 -0.2682 -0.0007
C -1.056 -4.128 -9.397 0.3328 0.7216 -0.0481
H -3.517 -2.131 -9.376 0.0133 -0.0761 -0.0548
H -4.180 -1.298 -7.988 1.1788 -1.0833 0.4814
H -2.997 -0.465 -9.007 1.0580 -0.8490 0.3609
H -2.407 -2.992 -7.369 0.2657 -0.0946 0.1735
H -2.167 -1.375 -6.764 0.3094 -0.0021 -0.1203
H -0.058 -2.293 -7.453 0.1798 -0.1132 -0.3326
H -0.432 -0.875 -8.443 -0.0852 -0.2008 -0.2612
H 1.541 -1.878 -9.460 -0.1325 -0.2414 -0.0875
H 1.434 -3.491 -8.709 -0.1793 0.2056 -0.0927
H 2.705 -3.518 -10.883 0.0043 0.0117 0.2646
H 1.304 -4.566 -10.930 -0.6212 0.4107 1.7220
H 1.406 -3.281 -13.004 0.1078 0.1863 -0.3798
H 1.553 -1.765 -12.120 0.1099 -0.2609 -0.0745
H -0.878 -3.615 -12.186 -0.1054 0.0362 -0.0139
H -0.743 -2.021 -12.901 -0.0808 -0.0761 0.2669
H -1.982 -1.964 -10.758 0.0455 0.1223 0.3346
H -0.515 -0.962 -10.684 -0.0893 -0.2047 0.1513
H -2.142 -4.023 -9.432 0.1691 0.1010 0.0968
H -0.738 -4.575 -8.450 -0.1137 0.1402 -0.1982
H -0.734 -4.754 -10.230 -0.0489 0.1147 0.1218
O -4.959 1.452 -0.357 0.2736 0.9227 0.7653
H -4.737 0.840 -1.034 0.1806 -1.0103 -0.9767
C 0.044 2.279 14.483 0.2625 0.0643 0.0194
Br -0.013 0.471 13.767 -0.0410 0.4731 0.1578
Br -1.089 3.494 13.471 0.2304 -0.3167 0.2819
Br -0.368 2.318 16.384 0.0526 -0.0238 -0.5095
H 1.074 2.634 14.371 -0.4525 -0.1330 0.0070
Mg -3.668 -1.141 6.437 -1.8286 -0.0412 -0.3429
C -1.408 -7.248 -6.391 -0.2230 -0.2448 0.4198
Cl -0.320 -7.848 -7.668 -0.1125 0.1234 0.1167
Cl -0.457 -6.381 -5.159 -0.1719 -0.1048 -0.3503
Cl -2.606 -6.138 -7.105 0.1533 -0.2412 0.1701
Cl -2.250 -8.623 -5.633 0.3329 0.5360 -0.3278
Br -4.871 0.081 -9.102 -6.0088 5.4150 -2.6373
Cl 5.688 1.141 9.957 0.7797 -1.1665 -1.4002
Li 1.653 -5.216 -12.206 0.4026 -0.6956 -1.5004
```
Forces are in eV/Å.

The charge is +1. The calculation puts the HOMO-LUMO gap at 0.04006 hartree. As for the HOMO energy: -6.632 eV.

no.,E (Eh)
1,-3254.440076
2,-2588.755588
3,-16406.361424